[1]
{
  "formula": "C14H28BBiI2N5O6PTe",
  "method": "ωB97M-V/def2-TZVPD",
  "symbols": ["Bi", "C", "C", "N", "O", "C", "C", "N", "O", "H", "H", "H", "H", "H", "H", "H", "B", "C", "N", "H", "H", "H", "N", "C", "N", "C", "C", "O", "C", "C", "H", "H", "H", "H", "H", "H", "H", "H", "C", "C", "O", "P", "O", "Te", "O", "C", "C", "H", "H", "H", "H", "H", "H", "H", "H", "H", "H", "I", "I"],
  "xyz": [[0.65140, -0.32122, -0.84236], [-0.05797, -3.60273, -4.23240], [0.40291, -2.51691, -3.31735], [-0.32399, -1.99754, -2.40476], [-1.59128, -2.46183, -2.25721], [1.79222, -2.01473, -3.38991], [2.66674, -2.26864, -4.57321], [2.15807, -1.33371, -2.36775], [3.34673, -0.76759, -2.25682], [-1.10153, -3.83140, -4.03823], [0.53947, -4.49940, -4.05862], [0.06402, -3.31053, -5.27528], [-1.93357, -1.92347, -1.51397], [2.85370, -3.33401, -4.71091], [3.61552, -1.75808, -4.42952], [2.19233, -1.88841, -5.47965], [1.29036, -4.51696, 1.35808], [1.01030, -3.15588, 0.72990], [0.86178, -2.12214, 0.22468], [0.35646, -4.85808, 2.03128], [1.47732, -5.24489, 0.41188], [2.29392, -4.34276, 2.00576], [0.65268, 0.38359, 1.43967], [0.35658, 0.64179, 2.52934], [0.02934, 0.94213, 3.74296], [-0.00450, -0.04183, 4.82560], [1.03842, 0.34941, 5.86724], [0.82942, 1.68040, 6.30615], [0.96478, 2.60501, 5.23999], [-0.08864, 2.33965, 4.17156], [0.19004, -1.03660, 4.42937], [-1.00261, -0.01631, 5.26898], [2.04201, 0.24909, 5.43445], [0.95068, -0.28840, 6.74502], [1.96437, 2.52617, 4.79442], [0.82715, 3.59752, 5.66608], [0.04152, 2.99951, 3.31609], [-1.09021, 2.47949, 4.58245], [-2.76339, 1.91122, -3.53026], [-3.18382, 0.69895, -2.71667], [-3.50939, 1.05954, -1.36860], [-2.45090, 0.86130, -0.16208], [-1.74747, -0.47832, -0.36143], [-3.52230, 1.38258, 1.82711], [-1.25452, 1.91466, -0.59844], [-1.40946, 3.32444, -0.39985], [-0.09654, 3.99237, -0.75482], [-2.55621, 1.61931, -4.56083], [-1.86381, 2.36121, -3.11010], [-3.55911, 2.65626, -3.52725], [-2.39954, -0.06200, -2.72482], [-4.08448, 0.25269, -3.13811], [-1.68357, 3.51085, 0.64095], [-2.22442, 3.69214, -1.02989], [0.70430, 3.62800, -0.10756], [-0.17856, 5.07276, -0.63948], [0.17093, 3.77986, -1.79178], [3.47846, 0.14357, -0.22291], [3.86787, 1.33892, 2.30378]],
  "total_charge": 0,
  "homo_ev": -7.623,
  "gap_ev": 6.51
}

[2]
{
  "formula": "C14H28BCrF4NO10",
  "method": "ωB97M-V/def2-TZVPD",
  "symbols": ["Cr", "B", "F", "F", "F", "F", "C", "C", "C", "O", "H", "H", "H", "H", "H", "H", "H", "C", "O", "C", "O", "O", "C", "H", "H", "H", "H", "H", "H", "C", "O", "C", "O", "O", "C", "H", "H", "H", "H", "H", "H", "C", "O", "C", "O", "O", "C", "H", "H", "H", "H", "H", "H", "C", "C", "N", "H", "H", "H"],
  "xyz": [[-3.45119, 13.60543, -1.08380], [-3.39135, 16.00971, -3.37215], [-4.51580, 15.95563, -4.14093], [-3.32483, 17.18557, -2.78400], [-3.57756, 15.21095, -2.28049], [-2.34470, 15.67144, -4.09042], [-2.63947, 10.00561, -0.41659], [-3.45150, 10.64337, 0.69507], [-2.95124, 10.31876, 2.06267], [-3.77467, 11.98854, 0.40936], [-3.16379, 10.08612, -1.36880], [-2.57021, 8.93181, -0.24267], [-1.64268, 10.44280, -0.47474], [-4.33207, 10.00162, 0.66569], [-2.65138, 9.29256, 2.27502], [-3.75579, 10.53504, 2.76553], [-2.03899, 10.86523, 2.30200], [-6.74856, 14.18815, 1.73124], [-7.26797, 14.83614, 0.60743], [-6.60953, 14.88446, -0.54879], [-5.51120, 14.31376, -0.76083], [-7.30631, 15.56821, -1.34648], [-6.80106, 16.00506, -2.56402], [-5.79602, 14.65330, 1.98502], [-6.55828, 13.11709, 1.66248], [-7.36142, 14.25113, 2.63042], [-7.49067, 16.56163, -3.19867], [-6.51934, 15.21006, -3.25446], [-5.99148, 16.73129, -2.49147], [-6.69461, 11.20592, -1.76605], [-6.32791, 11.39458, -3.16643], [-5.13333, 11.89150, -3.41188], [-4.31019, 12.20293, -2.51162], [-4.95599, 11.97550, -4.70597], [-3.69820, 12.39504, -5.27314], [-7.75494, 10.95586, -1.73035], [-6.61859, 12.09155, -1.13520], [-6.00901, 10.48316, -1.32370], [-3.21052, 13.07136, -4.57110], [-3.77109, 12.85293, -6.25960], [-3.05476, 11.55500, -5.53469], [-3.22662, 16.57801, 3.52382], [-3.38194, 16.08552, 2.24564], [-2.56531, 15.20885, 1.63762], [-2.74317, 14.86808, 0.50203], [-1.56407, 14.75271, 2.45585], [-0.78018, 13.67367, 2.01964], [-3.90008, 17.43499, 3.53583], [-2.22194, 16.98391, 3.64193], [-3.46780, 15.86601, 4.31313], [-0.57221, 13.52567, 0.95995], [-1.45762, 12.87257, 2.31531], [0.11977, 13.62277, 2.63250], [0.35198, 14.43050, -3.80235], [-0.65193, 14.00882, -2.78575], [-1.40680, 13.65644, -1.95739], [-0.10809, 14.37077, -4.78869], [1.08920, 13.63004, -3.86453], [0.79824, 15.42427, -3.76555]],
  "total_charge": 0,
  "homo_ev": [-3.793, -10.648],
  "multiplicity": 9,
  "gap_ev": [4.11, 7.53]
}

[3]
{
  "formula": "C14H28BIN3O8",
  "method": "ωB97M-V/def2-TZVPD",
  "symbols": ["O", "C", "I", "C", "N", "C", "N", "C", "C", "C", "O", "N", "B", "O", "O", "H", "H", "H", "H", "H", "H", "H", "H", "H", "H", "H", "H", "O", "C", "O", "C", "C", "C", "H", "H", "H", "H", "H", "H", "H", "H", "O", "C", "O", "C", "C", "C", "H", "H", "H", "H", "H", "H", "H", "H"],
  "xyz": [[2.00921, 2.04051, -0.19841], [1.76728, 0.93160, 0.11169], [3.22592, -0.59813, 0.13902], [0.34807, 0.52535, 0.47003], [-0.44640, 0.63888, -0.78840], [-1.53806, -0.17152, -0.92453], [-1.51607, -1.23262, -1.73441], [-0.32866, -2.09796, -1.83824], [-0.47383, -3.41218, -1.06337], [-1.19131, -3.39763, 0.23016], [0.29110, -3.52338, 0.06567], [-2.66994, 0.15851, -0.30021], [-2.94858, 1.36548, 0.52634], [-3.91124, 1.24575, 1.48271], [-2.30205, 2.53858, 0.30958], [-0.01037, 1.20811, 1.23027], [0.33282, -0.48968, 0.85349], [0.16263, 0.48272, -1.58453], [-2.34661, -1.79957, -1.62868], [-0.15195, -2.35814, -2.87541], [0.56318, -1.61017, -1.46692], [-0.62029, -4.30106, -1.67055], [-1.31417, -2.49491, 0.80356], [-1.45849, -4.34641, 0.66130], [-3.45367, -0.46111, -0.43958], [-4.77444, 0.95209, 1.17529], [-1.86520, 2.87375, 1.10008], [4.48983, -2.97742, 2.17329], [5.27305, -2.62936, 3.01586], [5.65971, -1.34244, 3.02846], [6.47198, -0.77952, 4.06790], [7.94832, -1.00940, 3.82668], [5.87616, -3.60732, 3.99476], [6.14961, -1.14465, 5.04334], [6.25193, 0.28563, 4.04167], [8.19746, -2.07026, 3.82849], [8.53795, -0.51833, 4.60002], [8.23779, -0.60505, 2.85736], [6.70868, -4.11205, 3.50720], [5.11906, -4.34569, 4.24363], [6.22575, -3.15882, 4.92041], [-5.65850, 0.73050, -4.06382], [-5.15157, 1.79187, -3.84301], [-4.98733, 2.15774, -2.55075], [-4.21276, 3.29129, -2.13691], [-4.99177, 4.58800, -2.17583], [-4.74544, 2.74201, -4.94364], [-3.28364, 3.34977, -2.70697], [-3.93894, 3.05188, -1.11762], [-5.29878, 4.84307, -3.18954], [-4.38594, 5.40523, -1.78557], [-5.89474, 4.50198, -1.57225], [-5.62511, 3.30207, -5.25679], [-4.39209, 2.15160, -5.78430], [-3.95956, 3.44076, -4.66800]],
  "total_charge": 1,
  "homo_ev": -12.010,
  "gap_ev": 8.64
}

[4]
{
  "formula": "C14H28Br10O4",
  "method": "ωB97M-V/def2-TZVPD",
  "symbols": ["C", "C", "C", "O", "C", "O", "O", "H", "H", "H", "H", "H", "H", "Br", "C", "C", "Br", "H", "H", "H", "H", "Br", "C", "C", "Br", "H", "H", "H", "H", "Br", "C", "C", "Br", "H", "H", "H", "H", "Br", "C", "C", "Br", "H", "H", "H", "H", "Br", "C", "C", "Br", "H", "H", "H", "H", "O", "H", "H"],
  "xyz": [[0.75817, 4.73396, -2.56138], [-0.05235, 3.62478, -1.98269], [0.29143, 3.28607, -0.52173], [-0.96147, 3.08262, 0.09510], [-1.94558, 3.63587, -0.68105], [-3.07282, 3.71440, -0.33880], [-1.43828, 4.06791, -1.84635], [0.52261, 4.97284, -3.59635], [1.82062, 4.46137, -2.57033], [0.66228, 5.62658, -1.94291], [-0.09820, 2.71697, -2.58401], [0.83165, 4.12158, -0.06669], [0.90842, 2.39646, -0.43284], [0.75865, -1.39664, 1.80336], [0.32185, -0.34692, 0.25551], [-0.14025, -1.23886, -0.85707], [-0.86528, -0.15135, -2.29934], [1.18106, 0.24775, -0.04813], [-0.46506, 0.35028, 0.54196], [-0.98002, -1.85900, -0.54968], [0.64391, -1.85651, -1.28127], [-3.24743, -1.77536, 1.48572], [-3.22948, -3.09188, 2.90515], [-1.95564, -2.97488, 3.68525], [-2.05033, -4.24631, 5.18853], [-3.30985, -4.07694, 2.45772], [-4.08447, -2.90434, 3.54717], [-1.76974, -2.01735, 4.15631], [-1.08801, -3.28142, 3.11086], [2.41840, -2.01527, -3.58933], [3.23290, -0.72103, -4.79190], [2.52495, 0.61140, -4.57198], [3.61208, 2.05980, -5.30705], [3.02480, -1.09204, -5.78801], [4.29604, -0.65085, -4.59908], [2.40201, 0.86187, -3.52704], [1.58410, 0.61815, -5.11023], [-2.18399, -4.77142, -0.31281], [-0.26834, -4.88407, 0.06300], [0.05861, -6.30990, 0.39524], [1.95682, -6.44446, 0.83454], [-0.02216, -4.20649, 0.87578], [0.21419, -4.52963, -0.84247], [-0.11915, -6.99846, -0.42288], [-0.48852, -6.65072, 1.26882], [-0.48160, 5.43210, 2.71581], [-1.83526, 4.05628, 2.96471], [-1.14785, 2.75483, 3.29067], [-2.49019, 1.37123, 3.38689], [-2.37458, 4.01070, 2.02415], [-2.52934, 4.35913, 3.74319], [-0.63533, 2.82049, 4.24399], [-0.47505, 2.48314, 2.48670], [3.93669, -0.28259, 1.74677], [3.15827, -0.83304, 1.88149], [4.68516, -0.87082, 1.86903]],
  "total_charge": 0,
  "homo_ev": -9.964,
  "smiles": "C[C@H]1COC(=O)O1.BrCCBr.BrCCBr.BrCCBr.BrCCBr.BrCCBr.O",
  "gap_ev": 10.09
}